# 1
The following is a DFT calculation (ωB97M-V/def2-TZVPD) of an isolated molecule of C25H24BrN3O4S at a distorted geometry.

Output
- frontier orbital gap (eV) = 8.2
- 2S+1 = 1
- electronic energy (hartree) = -4404.5220
- ΔE to the lowest compared entry with this formula, charge and spin (kJ/mol) = 13.5

Geometry (Å):
H: 3.38 5.19 -1.28
H: 3.54 1.93 0.52
C: -5.42 -0.17 1.71
C: 3.58 -1.46 0.28
C: 2.31 -1.72 -0.20
H: -0.58 -1.89 -2.32
H: 0.82 5.34 0.40
H: -0.22 -2.60 -0.74
H: -1.76 -6.57 -1.10
C: 3.21 0.93 0.33
C: -3.56 0.60 0.39
H: -2.13 0.35 -1.84
C: -3.12 -5.12 -0.42
C: 6.16 0.93 0.68
Br: 4.78 -2.89 0.60
C: -1.52 1.16 -1.43
H: -6.17 0.00 2.47
N: 0.19 -0.58 -0.88
C: 7.46 0.77 1.41
H: 2.01 -2.74 -0.39
H: -1.63 -1.56 -0.93
C: -1.92 -5.65 -0.57
C: 0.73 3.00 -0.44
C: 1.84 4.98 0.21
C: 1.48 -0.63 -0.41
C: -4.60 2.10 2.04
O: 5.89 1.79 -0.11
N: -4.68 3.10 2.60
C: 2.39 5.59 -1.07
H: -3.99 -5.62 -0.83
H: 8.20 1.45 0.99
C: -0.60 -1.72 -1.24
C: 0.83 1.54 -0.51
H: 2.48 5.20 1.06
O: 1.81 3.55 0.12
O: -0.22 3.63 -0.84
H: -6.00 -2.18 1.27
H: 2.47 6.67 -0.95
H: -4.03 -4.05 1.17
C: -0.19 0.72 -0.96
C: -4.33 -1.54 0.09
O: 5.31 -0.06 1.05
H: -1.04 -5.17 -0.17
C: -4.15 -2.85 -0.62
H: 7.31 1.00 2.46
H: -3.57 -2.70 -1.53
S: -2.48 1.91 -0.05
H: 7.80 -0.26 1.33
H: -2.48 -3.40 0.65
N: -3.48 -0.57 -0.22
C: 1.92 0.69 -0.16
C: -4.53 0.85 1.39
H: -5.12 -3.26 -0.88
H: 1.73 5.38 -1.90
C: -5.32 -1.38 1.05
H: -1.41 1.98 -2.14
C: 4.03 -0.15 0.54
C: -3.41 -3.85 0.30



# 2
The following is a DFT calculation (ωB97M-V/def2-TZVPD) of the ion C4H9N2 with charge +1 at a distorted geometry.

Output
- charge = +1
- frontier orbital gap (eV) = 9.9
- 2S+1 = 1
- electronic energy (hartree) = -266.9542
- ΔE to the lowest compared entry with this formula, charge and spin (kJ/mol) = 381.0

Geometry (Å):
H: -2.28 -1.16 0.51
H: -2.39 1.08 0.69
C: 0.85 -0.01 -0.47
H: 2.77 -1.24 -0.48
H: 1.78 1.36 0.79
C: -1.59 0.89 -0.01
N: -1.71 -0.57 -0.16
H: -1.76 1.42 -1.01
C: 2.07 -0.69 0.12
H: 0.78 0.21 -1.56
H: 1.92 -1.09 1.13
H: -0.17 -0.24 1.39
C: -0.42 0.02 0.33
N: 1.86 0.81 -0.05
H: -1.72 -0.78 -1.22



# 3
The following is a DFT calculation (ωB97M-V/def2-TZVPD) of a cluster of 3 separate species, C36H76N7O7P3 in total at a distorted geometry.

Output
- frontier orbital gap (eV) = 9.0
- 2S+1 = 1
- electronic energy (hartree) = -3351.2463

Geometry (Å):
H: 3.87 -2.43 1.92
H: 6.42 -3.18 1.75
H: -5.77 3.23 -3.37
H: -6.63 2.10 -2.32
H: 2.80 6.44 2.84
H: 0.09 -7.11 -1.21
H: 0.79 -4.98 -3.16
H: -3.41 0.97 -0.89
H: 2.23 0.62 0.03
C: -4.45 5.92 0.54
O: -1.72 -0.87 1.36
H: -0.79 0.51 -0.16
C: 2.32 -2.97 -0.12
C: 1.37 -0.03 -0.15
C: -6.85 3.84 -0.27
O: -3.08 -2.63 0.27
H: 3.97 -4.24 -0.36
H: -0.85 -5.73 -1.75
H: 3.81 4.90 -1.80
H: 3.68 -5.16 2.70
O: 0.71 -5.37 -0.34
N: -4.19 2.65 0.16
N: 2.41 4.34 -0.31
H: -3.08 1.84 1.75
C: 4.34 -4.30 2.81
H: -0.99 -1.52 -1.08
C: 4.26 -3.39 1.56
H: 2.27 -1.03 1.47
N: -3.58 5.02 -0.20
C: 1.09 -3.28 2.05
C: -2.06 -3.79 -2.96
C: 3.00 6.67 1.79
C: -6.07 -4.39 0.03
N: 0.59 -4.54 1.78
C: 5.24 5.91 1.91
H: 3.38 7.69 1.73
C: 5.65 -3.09 0.97
H: 5.49 4.27 -1.05
H: 5.46 6.98 1.99
C: 0.10 1.27 -1.92
C: -1.37 -3.21 -2.16
H: 6.07 5.47 1.36
C: -0.53 -2.51 -1.20
H: -6.59 4.55 0.51
H: 5.93 -3.77 0.16
C: 1.27 -1.03 1.01
H: 6.30 2.81 -0.60
H: -2.46 -4.23 -3.84
H: 2.10 -5.98 -2.42
H: 0.64 5.46 0.12
H: 0.86 2.00 -2.20
H: 5.35 -4.69 2.97
H: -2.78 -4.86 -0.66
H: 1.17 -5.34 2.00
H: 5.22 5.49 2.92
H: 6.28 2.13 1.55
C: 2.80 5.13 -1.46
H: -3.85 6.66 1.07
H: -3.68 -4.87 2.00
C: 0.96 4.44 -0.12
C: 0.63 -7.03 -3.68
H: -5.18 1.10 -0.94
C: -2.45 5.73 -0.79
H: -0.91 1.61 -2.16
N: 3.97 5.73 1.18
C: -6.44 3.16 -2.52
H: -6.93 -3.79 -0.19
H: 4.73 1.34 1.18
H: -4.99 5.39 1.32
H: -4.15 -6.49 1.44
O: -1.93 -3.02 2.53
H: -7.82 4.15 -0.65
O: -3.71 4.18 -2.52
H: 1.61 -0.53 -1.09
H: 1.98 -3.43 -1.05
H: -0.96 -6.56 0.94
H: -6.97 2.86 0.20
O: 1.43 -2.86 3.13
H: -2.78 -6.56 -0.29
H: 0.60 -6.65 -4.70
C: 1.05 -5.93 -2.69
H: -3.00 3.58 1.66
H: 0.26 0.38 -2.53
P: 3.31 4.14 1.12
H: -1.88 6.22 0.01
C: -4.30 1.25 -0.31
H: 2.14 4.90 -2.30
N: 4.84 3.44 0.77
H: -4.39 0.58 0.54
P: -4.20 3.75 -1.18
H: -1.79 5.02 -1.28
C: 0.18 0.91 -0.41
C: 3.31 -3.98 0.48
H: 4.90 2.38 2.60
O: 2.63 2.97 1.75
H: 5.68 -2.06 0.61
H: 3.98 -3.76 3.68
C: -3.90 -5.47 1.12
H: 4.64 2.71 -1.22
C: -3.01 2.68 1.06
C: -1.36 -5.54 0.95
H: -0.38 -7.38 -3.47
H: 0.36 1.87 0.08
H: 2.93 -2.12 -0.44
H: 0.42 -2.30 -1.70
H: -2.07 2.61 0.51
P: -1.79 -2.47 1.17
H: 1.30 -7.89 -3.66
H: -1.52 -0.71 2.29
H: 0.64 3.79 0.69
H: 2.05 6.65 1.25
H: 0.65 -0.67 1.83
C: 1.07 -2.54 0.70
H: -7.39 3.62 -2.82
H: 2.87 -4.92 0.79
N: -5.89 3.85 -1.36
C: -5.10 -4.93 0.48
H: -2.75 6.50 -1.51
C: -2.69 -5.57 0.16
C: 5.20 2.26 1.56
H: 0.43 4.11 -1.02
H: -1.57 -5.36 2.00
H: 2.75 6.22 -1.29
C: -0.33 -3.10 0.25
C: -0.17 -4.65 0.50
H: -3.65 -1.86 0.38
H: -5.16 6.45 -0.10
C: 0.16 -6.04 -1.46
C: 5.32 3.30 -0.59



| no. | LUMO (eV) |
| --- | --- |
| 1 | 0.044 |
| 2 | -3.746 |
| 3 | 0.451 |